{"formula": "C31H60ClF4N2O18Si", "method": "ωB97M-V/def2-TZVPD", "elements": ["C", "Si", "C", "C", "N", "C", "C", "N", "C", "C", "O", "C", "F", "F", "F", "O", "C", "Cl", "C", "C", "O", "F", "H", "H", "H", "H", "H", "H", "H", "H", "H", "H", "H", "H", "H", "H", "H", "H", "H", "H", "H", "H", "C", "C", "O", "C", "O", "O", "C", "H", "H", "H", "H", "H", "H", "H", "H", "C", "C", "O", "C", "O", "O", "C", "H", "H", "H", "H", "H", "H", "H", "H", "C", "C", "O", "C", "O", "O", "C", "H", "H", "H", "H", "H", "H", "H", "H", "C", "C", "O", "C", "O", "O", "C", "H", "H", "H", "H", "H", "H", "H", "H", "C", "C", "O", "C", "O", "O", "C", "H", "H", "H", "H", "H", "H", "H", "H"], "xyz": [[-1.452, -1.293, -4.876], [0.198, -2.023, -5.494], [0.070, -3.944, -5.205], [0.519, -1.812, -7.374], [1.675, -1.466, -4.594], [2.032, -2.105, -3.271], [1.756, -0.999, -2.110], [0.302, -0.995, -1.803], [2.804, -1.435, -0.977], [2.793, -0.540, 0.357], [2.794, 0.897, 0.098], [1.667, -0.947, 1.436], [1.573, -2.341, 1.687], [0.379, -0.350, 1.167], [2.084, -0.336, 2.678], [2.050, 0.205, -2.914], [1.924, -0.003, -4.358], [0.843, 1.247, -5.145], [3.408, 0.457, -4.892], [3.293, 1.363, -6.214], [3.103, 0.917, -7.370], [3.456, 2.796, -6.125], [-1.723, -0.433, -5.607], [-1.405, -0.826, -3.830], [-2.278, -2.076, -5.000], [1.051, -4.392, -4.826], [-0.693, -4.058, -4.341], [-0.387, -4.484, -6.102], [-0.020, -2.679, -7.921], [0.216, -0.798, -7.803], [1.649, -2.018, -7.545], [2.436, -1.705, -5.274], [3.189, -2.149, -3.362], [1.703, -3.177, -3.063], [0.028, -1.791, -1.199], [0.083, -0.088, -1.361], [3.882, -1.483, -1.397], [2.543, -2.510, -0.666], [3.807, -0.735, 0.883], [2.006, 1.148, -0.434], [4.135, -0.422, -4.995], [3.862, 1.147, -4.078], [-2.881, 5.049, 2.958], [-1.505, 5.682, 2.879], [-0.550, 4.959, 3.668], [-0.142, 3.785, 3.157], [-0.498, 3.302, 2.108], [0.716, 3.228, 4.029], [1.139, 1.923, 3.645], [-3.203, 4.955, 3.998], [-3.614, 5.649, 2.412], [-2.885, 4.042, 2.534], [-1.551, 6.692, 3.293], [-1.157, 5.773, 1.846], [1.566, 1.932, 2.640], [0.299, 1.226, 3.701], [1.909, 1.595, 4.344], [-2.260, -1.271, 2.110], [-1.874, -1.920, 3.425], [-2.314, -1.139, 4.542], [-3.635, -1.184, 4.797], [-4.457, -1.818, 4.182], [-3.882, -0.378, 5.844], [-5.269, -0.247, 6.153], [-1.885, -0.246, 2.061], [-1.857, -1.838, 1.266], [-3.345, -1.216, 1.992], [-0.785, -1.975, 3.493], [-2.254, -2.944, 3.501], [-5.734, -1.222, 6.312], [-5.778, 0.295, 5.353], [-5.355, 0.332, 7.073], [-6.181, -2.223, -0.423], [-5.177, -2.849, -1.369], [-5.702, -2.957, -2.698], [-5.777, -1.803, -3.385], [-5.442, -0.712, -2.984], [-6.314, -2.069, -4.589], [-6.553, -0.907, -5.381], [-7.124, -2.775, -0.440], [-5.794, -2.213, 0.599], [-6.413, -1.194, -0.708], [-4.957, -3.867, -1.038], [-4.230, -2.300, -1.376], [-5.643, -0.313, -5.499], [-7.347, -0.307, -4.931], [-6.883, -1.234, -6.368], [3.420, 5.558, -3.877], [4.464, 5.026, -2.914], [4.240, 5.506, -1.582], [3.211, 4.942, -0.925], [2.480, 4.079, -1.352], [3.122, 5.525, 0.283], [1.995, 5.093, 1.044], [3.383, 6.650, -3.840], [3.643, 5.244, -4.900], [2.420, 5.199, -3.624], [5.449, 5.391, -3.214], [4.507, 3.932, -2.924], [1.980, 4.006, 1.147], [1.073, 5.448, 0.579], [2.071, 5.533, 2.041], [3.221, -1.353, 5.041], [2.245, -2.510, 4.944], [2.742, -3.673, 5.616], [2.702, -3.630, 6.961], [2.286, -2.717, 7.630], [3.232, -4.774, 7.428], [3.352, -4.811, 8.850], [4.206, -1.648, 4.668], [2.866, -0.500, 4.468], [3.359, -1.032, 6.076], [2.120, -2.787, 3.895], [1.255, -2.241, 5.327], [2.392, -4.616, 9.334], [4.102, -4.089, 9.179], [3.685, -5.810, 9.133]], "forces_ev_per_a": [[-0.276, 1.414, -0.539], [-3.503, -2.007, -1.774], [-0.205, 0.221, 1.354], [0.821, -0.308, -0.216], [1.010, 0.546, 0.121], [2.547, -0.234, 1.273], [-0.286, -2.214, -2.534], [1.482, 0.378, 0.239], [0.002, 0.585, 0.527], [0.738, 0.140, -0.245], [-0.782, -2.037, 0.066], [-0.059, 1.466, 1.781], [-0.228, 3.381, -0.992], [3.238, -2.086, 0.491], [-1.297, -1.935, -3.413], [-0.682, -1.264, -0.317], [2.783, 2.595, 1.332], [-0.250, -1.607, 1.099], [0.232, 1.675, 0.489], [-0.123, -0.742, -4.976], [0.884, 1.676, 5.579], [-0.258, -3.526, 0.775], [0.371, -1.321, 1.238], [-0.236, -0.959, -1.460], [1.228, 0.992, 0.453], [-1.373, 0.167, -0.894], [1.239, 0.052, -1.286], [0.974, 0.732, 1.164], [0.702, 1.551, 0.944], [0.575, -1.455, 0.505], [-1.733, 0.556, -0.033], [-0.719, -0.019, 0.614], [-1.843, -0.175, 0.493], [-0.181, 1.710, -0.676], [0.276, 0.879, -0.292], [-0.178, -0.825, -0.056], [-1.864, 0.393, 0.673], [0.204, 1.465, -0.565], [-1.875, 0.250, -0.653], [0.660, -0.115, 0.495], [-1.064, 1.210, -0.327], [-1.009, -1.234, -1.203], [-0.089, -0.342, 0.030], [-0.551, 0.247, -0.280], [0.448, -0.444, -0.208], [-0.231, 0.210, 0.475], [0.238, 0.145, 0.246], [-0.338, 0.348, -0.379], [0.211, -0.288, -0.053], [0.026, 0.178, -0.071], [0.096, 0.013, 0.080], [0.063, 0.153, -0.068], [0.267, -0.202, 0.141], [0.017, -0.201, 0.120], [-0.201, 0.075, 0.123], [0.049, 0.091, -0.131], [-0.158, 0.324, 0.064], [-0.391, 0.248, -0.084], [0.051, -0.226, -0.455], [-0.255, -0.047, 0.214], [0.008, 0.255, 0.076], [0.368, 0.170, 0.239], [0.261, -0.410, -0.468], [-0.521, 0.102, 0.248], [0.072, -0.136, 0.013], [0.031, 0.008, 0.087], [0.097, -0.161, 0.072], [-0.110, 0.138, 0.290], [-0.122, 0.185, 0.045], [0.086, 0.115, -0.173], [0.002, -0.190, 0.026], [0.302, -0.057, -0.139], [-0.254, 0.285, -0.011], [0.072, 0.058, 0.635], [0.136, 0.332, -0.517], [-0.251, -0.143, 0.191], [0.017, -0.519, -0.315], [0.346, 0.022, 0.479], [-0.150, 0.346, -0.394], [0.166, -0.101, 0.065], [-0.018, -0.079, -0.080], [0.164, -0.086, 0.023], [-0.104, 0.005, -0.339], [-0.171, 0.096, -0.134], [-0.138, -0.029, 0.173], [0.201, 0.038, 0.003], [0.047, -0.221, 0.241], [-0.327, 0.055, 0.020], [-0.029, -0.024, -0.584], [-0.285, -0.335, 0.396], [0.172, 0.450, 0.103], [0.292, 0.086, 0.159], [0.151, -0.317, -0.652], [-0.357, -0.109, 0.413], [0.159, -0.090, -0.058], [0.057, 0.058, 0.101], [0.145, -0.082, -0.008], [-0.074, 0.055, 0.342], [-0.151, 0.092, 0.143], [-0.059, 0.143, -0.176], [0.064, -0.214, -0.023], [0.233, 0.083, -0.213], [0.279, 0.132, 0.484], [-0.061, 0.521, -0.137], [-0.113, -0.208, 0.320], [0.197, -0.025, -0.007], [0.084, -0.406, -0.306], [-0.273, 0.422, -0.340], [0.065, -0.139, 0.551], [-0.109, -0.014, -0.113], [0.157, -0.190, 0.314], [-0.130, -0.096, -0.075], [0.096, -0.313, 0.265], [0.165, -0.039, 0.165], [0.151, 0.122, -0.118], [-0.195, 0.023, 0.006], [-0.033, 0.081, -0.322]], "lowdin_charge": [-0.1975, 0.5308, -0.1802, -0.1778, -0.0842, -0.0487, -0.4081, 0.1271, -0.0252, -0.2014, -0.0097, -0.2900, 0.0748, 0.0506, 0.0141, -0.0733, -0.6516, 0.8289, -0.0197, -0.3752, 0.0814, 0.0151, 0.0487, 0.0369, 0.0595, 0.0346, 0.0568, 0.0604, 0.0656, 0.0546, 0.0584, 0.1547, 0.1520, 0.1493, 0.1112, 0.1060, 0.1496, 0.1447, 0.1865, 0.1013, 0.1469, 0.1515, -0.0644, -0.2106, 0.0324, -0.6027, 0.1057, 0.0182, -0.0540, 0.0853, 0.0831, 0.0716, 0.1265, 0.1153, 0.0754, 0.0996, 0.0923, -0.0706, -0.2066, 0.0336, -0.5821, 0.1194, 0.0048, -0.0428, 0.0723, 0.0668, 0.0714, 0.1044, 0.1303, 0.0986, 0.0999, 0.0964, -0.0600, -0.2189, 0.0293, -0.5892, 0.1125, -0.0011, -0.0455, 0.0873, 0.0775, 0.0760, 0.1230, 0.1154, 0.0919, 0.1029, 0.0959, -0.0651, -0.2121, 0.0390, -0.5766, 0.1035, 0.0179, -0.0366, 0.0872, 0.0694, 0.0722, 0.1263, 0.1126, 0.0843, 0.1013, 0.1075, -0.0568, -0.2123, 0.0333, -0.5836, 0.1263, 0.0004, -0.0445, 0.0895, 0.0401, 0.0833, 0.0969, 0.1270, 0.0982, 0.1004, 0.0951], "total_charge": 1, "homo_ev": -12.20, "molar_mass_g_mol": 888.3, "orbital_gap_ev": 9.0, "total_energy_ev": -104217.9878, "multiplicity": 1}

***

{"formula": "C31H60ClN2O14S6", "method": "ωB97M-V/def2-TZVPD", "elements": ["C", "C", "N", "N", "C", "C", "C", "O", "O", "S", "C", "O", "O", "C", "C", "C", "C", "Cl", "C", "H", "H", "H", "H", "H", "H", "H", "H", "H", "H", "H", "H", "H", "H", "H", "H", "H", "H", "H", "H", "C", "C", "C", "S", "O", "O", "C", "H", "H", "H", "H", "H", "H", "H", "H", "C", "C", "C", "S", "O", "O", "C", "H", "H", "H", "H", "H", "H", "H", "H", "C", "C", "C", "S", "O", "O", "C", "H", "H", "H", "H", "H", "H", "H", "H", "C", "C", "C", "S", "O", "O", "C", "H", "H", "H", "H", "H", "H", "H", "H", "C", "C", "C", "S", "O", "O", "C", "H", "H", "H", "H", "H", "H", "H", "H"], "xyz": [[-0.532, 2.375, 1.472], [0.800, 2.270, 0.888], [1.900, 1.934, 1.456], [2.072, 1.623, 2.807], [3.057, 1.801, 0.548], [3.396, 0.275, 0.602], [4.631, -0.145, -0.167], [5.613, -0.555, 0.389], [4.569, -0.028, -1.513], [4.419, 2.815, 1.201], [5.805, 2.784, 0.079], [3.898, 4.150, 1.374], [4.837, 2.161, 2.419], [2.470, 2.141, -0.854], [3.097, 3.259, -1.707], [2.526, 3.193, -3.138], [3.258, 2.175, -4.032], [2.314, 0.662, -4.229], [1.009, 2.568, -0.548], [-1.043, 1.484, 1.104], [-0.577, 2.350, 2.562], [-1.052, 3.260, 1.108], [1.173, 1.664, 3.273], [2.677, 2.317, 3.240], [3.528, -0.049, 1.628], [2.524, -0.223, 0.168], [5.490, -0.054, -1.819], [5.960, 3.818, -0.227], [5.594, 2.187, -0.802], [6.660, 2.398, 0.626], [2.420, 1.267, -1.500], [2.877, 4.254, -1.318], [4.179, 3.179, -1.798], [1.478, 2.894, -3.133], [2.625, 4.170, -3.610], [4.217, 1.886, -3.607], [3.440, 2.571, -5.026], [0.901, 3.661, -0.586], [0.242, 2.158, -1.199], [-2.007, -3.107, -1.330], [-1.730, -2.174, -2.513], [-1.735, -0.737, -1.972], [-1.236, -0.865, -0.252], [-2.333, -0.448, 0.596], [0.083, -0.258, -0.089], [-1.098, -2.637, -0.199], [-1.805, -4.143, -1.589], [-3.054, -3.027, -1.026], [-0.751, -2.408, -2.936], [-2.463, -2.295, -3.307], [-1.034, -0.093, -2.499], [-2.729, -0.296, -1.998], [-1.393, -3.000, 0.778], [-0.057, -2.895, -0.395], [1.594, -3.394, 4.617], [1.486, -4.806, 5.210], [0.564, -5.619, 4.293], [0.736, -4.904, 2.654], [-0.525, -4.319, 2.262], [1.411, -5.826, 1.777], [1.853, -3.587, 3.126], [2.389, -2.817, 5.086], [0.655, -2.857, 4.765], [2.476, -5.265, 5.240], [1.103, -4.787, 6.229], [0.841, -6.669, 4.241], [-0.482, -5.527, 4.580], [1.641, -2.706, 2.522], [2.867, -3.937, 2.937], [0.282, -8.516, -2.394], [0.008, -8.574, -3.904], [-1.343, -7.890, -4.151], [-1.535, -6.683, -2.833], [-2.655, -7.058, -2.009], [-1.438, -5.354, -3.391], [-0.021, -7.084, -1.967], [1.309, -8.791, -2.158], [-0.381, -9.208, -1.869], [0.795, -8.039, -4.438], [-0.002, -9.598, -4.274], [-1.382, -7.370, -5.105], [-2.174, -8.588, -4.074], [-0.177, -6.965, -0.897], [0.748, -6.393, -2.313], [-7.431, 1.752, -1.223], [-6.424, 1.168, -0.222], [-5.125, 0.894, -0.989], [-5.085, 2.071, -2.345], [-5.168, 1.347, -3.588], [-4.030, 3.028, -2.112], [-6.671, 2.824, -2.000], [-8.303, 2.169, -0.723], [-7.775, 0.972, -1.904], [-6.237, 1.895, 0.571], [-6.798, 0.260, 0.249], [-4.241, 1.037, -0.373], [-5.117, -0.106, -1.420], [-7.141, 3.106, -2.939], [-6.488, 3.708, -1.390], [0.105, 8.019, 3.102], [-0.251, 6.743, 3.876], [-1.391, 6.051, 3.118], [-1.202, 6.527, 1.393], [-2.337, 7.314, 1.001], [-0.799, 5.378, 0.608], [0.203, 7.607, 1.637], [1.037, 8.459, 3.453], [-0.686, 8.762, 3.227], [0.622, 6.087, 3.915], [-0.542, 6.961, 4.903], [-1.346, 4.967, 3.190], [-2.369, 6.400, 3.443], [0.135, 8.437, 0.938], [1.105, 7.026, 1.445]], "forces_ev_per_a": [[-0.184, -0.267, 0.634], [-0.324, 0.203, -0.872], [0.220, 0.848, 0.532], [-0.207, -0.106, 0.308], [-0.149, -2.005, -1.107], [0.022, 0.162, -0.450], [0.389, -0.233, 0.609], [0.045, 0.152, -0.167], [-0.157, 0.668, 0.159], [0.249, 0.569, 1.736], [-0.221, 0.277, -0.294], [-0.084, -0.147, -0.772], [-0.025, -0.216, -0.431], [-0.647, 1.296, -0.255], [-0.140, 0.015, -0.512], [0.531, -0.419, -0.125], [-0.049, 0.104, 0.159], [0.059, -0.029, 0.018], [0.382, 0.362, 0.362], [-0.293, 0.024, 0.053], [0.111, 0.037, -0.028], [0.135, 0.013, -0.150], [-0.067, -0.116, -0.176], [0.197, -0.114, -0.167], [0.107, 0.069, 0.028], [-0.026, 0.006, 0.072], [-0.090, -0.490, -0.138], [0.018, -0.013, 0.023], [0.037, -0.103, 0.082], [-0.099, -0.094, 0.117], [0.292, -0.330, 0.407], [0.066, -0.130, 0.363], [-0.018, 0.003, 0.068], [-0.130, 0.390, 0.011], [-0.158, 0.057, 0.061], [-0.007, -0.035, 0.001], [-0.126, -0.070, -0.049], [-0.051, -0.002, -0.159], [0.018, -0.221, 0.117], [-0.062, 0.077, 0.018], [0.055, -0.069, 0.045], [-0.004, -0.061, -0.328], [-0.022, -0.699, -0.536], [0.315, 0.382, 0.125], [-0.082, 0.182, 0.290], [-0.149, -0.102, -0.158], [-0.092, 0.171, 0.044], [0.023, -0.029, 0.037], [0.000, -0.011, -0.002], [0.002, 0.017, -0.004], [-0.008, 0.101, 0.096], [0.012, 0.035, 0.093], [0.064, 0.108, 0.117], [0.020, 0.050, 0.027], [-0.066, -0.045, 0.019], [0.028, 0.028, -0.047], [0.062, -0.027, 0.287], [0.166, -0.077, 0.091], [0.034, -0.101, 0.049], [-0.131, 0.036, -0.145], [0.091, 0.171, 0.169], [0.000, -0.003, -0.001], [0.009, 0.016, -0.019], [0.000, 0.004, -0.019], [-0.003, -0.013, -0.002], [-0.054, -0.011, -0.100], [-0.023, 0.033, -0.092], [-0.052, -0.069, -0.078], [-0.012, -0.031, -0.030], [-0.072, -0.023, -0.063], [0.016, 0.031, 0.046], [0.159, -0.226, -0.143], [0.260, -0.304, -0.201], [-0.072, 0.208, 0.006], [-0.118, 0.082, 0.047], [0.151, -0.139, 0.101], [-0.001, -0.001, 0.009], [0.009, 0.014, 0.028], [-0.006, 0.015, 0.009], [-0.004, 0.003, -0.010], [-0.095, 0.067, 0.042], [-0.039, 0.052, 0.071], [-0.069, 0.081, -0.020], [-0.028, 0.023, -0.016], [0.075, -0.054, 0.000], [-0.038, 0.060, -0.039], [-0.113, -0.144, 0.316], [-0.096, 0.118, 0.216], [0.150, 0.025, -0.030], [0.118, -0.088, -0.164], [-0.256, -0.033, 0.058], [-0.004, 0.002, -0.010], [-0.009, 0.021, -0.017], [0.010, 0.007, -0.012], [0.007, 0.000, 0.000], [0.064, -0.028, -0.086], [-0.009, 0.033, -0.085], [0.101, 0.006, -0.050], [0.053, 0.005, -0.023], [-0.087, -0.036, 0.025], [0.025, 0.005, -0.039], [0.128, -0.036, 0.268], [0.118, 0.138, 0.042], [-0.038, -0.105, -0.092], [-0.011, -0.020, -0.021], [0.164, 0.119, 0.123], [-0.001, 0.005, -0.003], [0.013, 0.016, -0.020], [0.001, 0.008, -0.021], [-0.004, -0.010, 0.000], [-0.081, -0.010, -0.074], [-0.024, 0.027, -0.097], [-0.076, -0.065, -0.071], [-0.020, -0.026, -0.020]], "lowdin_charge": [0.0410, -0.1944, -0.0406, 0.1719, -0.3271, -0.0185, -0.5209, 0.1410, 0.0972, 0.6970, -0.0951, -0.2891, -0.2902, -0.2001, -0.1589, -0.2281, -0.5484, 0.5672, -0.0343, 0.0753, 0.0946, 0.0830, 0.1028, 0.1059, 0.1241, 0.1261, 0.1405, 0.0861, 0.0474, 0.0890, 0.1091, 0.1213, 0.0864, 0.0935, 0.1183, 0.0567, 0.0722, 0.1431, 0.1401, -0.2000, -0.1931, -0.1930, 0.7079, -0.3186, -0.3447, -0.2223, 0.0790, 0.1304, 0.1195, 0.1251, 0.1008, 0.0857, 0.0781, 0.1150, -0.2188, -0.2065, -0.2115, 0.6692, -0.3278, -0.3228, -0.2281, 0.1165, 0.1190, 0.1195, 0.1169, 0.1059, 0.1072, 0.0982, 0.1109, -0.2158, -0.2100, -0.2145, 0.6650, -0.3095, -0.3371, -0.2265, 0.1172, 0.1215, 0.1171, 0.1155, 0.1030, 0.1067, 0.1048, 0.1090, -0.2162, -0.2072, -0.2357, 0.6523, -0.3188, -0.3324, -0.2270, 0.1165, 0.1209, 0.1172, 0.1159, 0.0796, 0.1030, 0.1098, 0.1090, -0.2126, -0.2086, -0.2123, 0.6775, -0.2955, -0.3469, -0.2239, 0.1192, 0.1233, 0.1134, 0.1171, 0.0866, 0.1089, 0.1122, 0.1053], "total_charge": 1, "homo_ev": -11.92, "molar_mass_g_mol": 912.7, "orbital_gap_ev": 9.5, "total_energy_ev": -142291.9228, "multiplicity": 1}